*w*
Molecular formula: C5H8N
Method: DFT, ωB97M-V with the def2-TZVPD basis set

Last column: natural (NBO) charge in e.
Element x y z (Å)
C -3.38 -0.13 -0.40  -0.43
C -2.05 0.28 -0.10  0.53
N -0.83 0.59 0.11  -0.40
C 0.38 0.20 0.13  0.48
C 0.79 -1.17 -0.15  -0.67
C 1.48 1.13 0.42  -0.68
H -3.35 -1.31 -0.53  0.30
H -4.20 0.39 -0.08  0.27
H 1.05 -1.37 -1.16  0.29
H -0.13 -1.88 0.10  0.25
H 1.67 -1.22 0.49  0.26
H 1.65 1.04 1.57  0.28
H 1.18 2.08 0.13  0.26
H 2.48 0.77 0.07  0.27

Charge: +1
Multiplicity: 1
Structure (SMILES): C=C=[N+]=C(C)C
Gap between HOMO and LUMO, eV: 9.23

---

*x*
Molecular formula: C5H8N
Method: DFT, ωB97M-V with the def2-TZVPD basis set

Last column: natural (NBO) charge in e.
Element x y z (Å)
C -0.22 -1.71 -1.53  -0.41
C -0.29 -0.61 -0.92  0.12
C 0.08 0.40 -0.07  0.02
C 0.60 1.64 -0.70  -0.62
N -0.01 0.34 1.31  -0.39
C -0.52 -0.68 1.89  0.12
H 0.61 -2.30 -1.44  0.25
H -0.97 -2.11 -2.33  0.27
H 0.42 1.53 -1.69  0.25
H 1.68 1.89 -0.30  0.24
H -0.04 2.59 -0.32  0.23
H 0.35 1.19 1.84  0.47
H -0.52 -0.73 2.90  0.21
H -1.16 -1.42 1.36  0.24

Charge: +1
Multiplicity: 1
Structure (SMILES): C=C=C(C)[NH+]=C
Gap between HOMO and LUMO (alpha / beta), eV: 7.97 / 7.97

---

It is *x* that is the least stable of them.

---

*w*
Molecular formula: C5H8N
Method: DFT, ωB97M-V with the def2-TZVPD basis set

Last column: natural (NBO) charge in e.
Element x y z (Å)
C 0.18 -0.39 -2.01  -0.35
C 0.05 -0.56 -0.70  -0.03
C -0.11 -1.69 0.29  -0.42
C -0.06 -0.62 1.41  -0.10
C 0.01 0.37 0.45  0.05
N -0.12 1.88 0.63  -0.72
H 0.18 -1.23 -2.74  0.24
H 0.19 0.56 -2.50  0.21
H 0.79 -2.25 0.31  0.24
H -1.04 -2.18 0.27  0.25
H 0.21 -0.61 2.43  0.24
H 0.57 2.06 1.37  0.45
H -1.03 2.18 1.02  0.46
H 0.19 2.50 -0.23  0.47

Charge: +1
Multiplicity: 1
Structure (SMILES): C=C1CC=C1[NH3+]
Gap between HOMO and LUMO, eV: 9.41

---

*x*
Molecular formula: C5H8N
Method: DFT, ωB97M-V with the def2-TZVPD basis set

Last column: natural (NBO) charge in e.
Element x y z (Å)
C -1.02 -1.10 1.21  0.02
C 0.24 -0.34 -1.49  -0.49
C -0.54 0.99 -1.26  -0.43
C 1.03 0.35 0.89  -0.32
C 0.41 0.43 -0.37  0.37
N -0.09 -0.35 1.52  -0.24
H -1.43 -1.41 0.31  0.17
H -1.62 -1.35 2.04  0.22
H -0.59 -1.23 -1.41  0.29
H 1.07 -0.61 -2.23  0.31
H -0.19 1.90 -1.64  0.27
H -1.60 0.90 -1.09  0.28
H 1.75 -0.43 0.89  0.27
H 1.46 1.25 1.42  0.28

Charge: +1
Multiplicity: 1
Gap between HOMO and LUMO, eV: 9.05

---

It is *x* that is the least stable of them.

---

*w*
Molecular formula: C5H8N
Method: DFT, ωB97M-V with the def2-TZVPD basis set

Last column: natural (NBO) charge in e.
Element x y z (Å)
C -0.83 -0.92 -0.19  -0.51
C -2.14 -0.32 0.13  -0.13
C 0.06 0.34 -0.24  0.19
C -2.12 0.99 -0.02  -0.14
C 1.35 0.73 -0.19  -0.02
N 2.43 -0.03 0.16  -0.78
H -0.28 -1.59 0.54  0.29
H -3.08 -0.70 0.27  0.26
H -1.01 1.30 -0.25  0.14
H -2.73 1.78 0.38  0.27
H 1.37 1.90 -0.16  0.28
H -0.91 -1.37 -1.24  0.27
H 2.31 -1.08 0.29  0.42
H 3.33 0.31 0.60  0.45

Charge: +1
Multiplicity: 1
Gap between HOMO and LUMO, eV: 7.34

---

*x*
Molecular formula: C5H8N
Method: DFT, ωB97M-V with the def2-TZVPD basis set

Last column: natural (NBO) charge in e.
Element x y z (Å)
C -2.75 0.53 0.09  0.08
C -1.50 0.04 -0.25  0.39
C -1.06 -0.90 -1.17  -0.80
C 1.09 0.41 0.54  -0.71
C -0.15 1.10 0.75  -0.25
N -3.82 0.80 0.51  0.01
H 0.06 -1.09 -1.13  0.28
H -1.42 -0.84 -2.21  0.35
H -1.52 -1.90 -0.82  0.36
H 1.65 0.74 -0.33  0.25
H 1.08 -0.70 0.63  0.24
H 1.84 0.92 1.31  0.29
H -0.33 2.15 0.47  0.26
H -0.59 1.15 1.74  0.24

Charge: +1
Multiplicity: 1
Gap between HOMO and LUMO, eV: 8.06

---

*y*
Molecular formula: C5H8N
Method: DFT, ωB97M-V with the def2-TZVPD basis set

Last column: natural (NBO) charge in e.
Element x y z (Å)
C -3.18 -0.08 -0.93  -0.29
C -3.32 -1.14 -1.47  -0.17
C 0.86 -0.49 -0.66  0.31
C 1.44 -0.17 0.69  -0.03
C 2.01 1.14 1.05  -0.66
N 0.08 -0.40 0.29  -0.39
H -3.06 0.84 -0.46  0.23
H 0.84 -0.88 -1.70  0.29
H -3.33 -2.09 -1.89  0.24
H 2.06 -0.97 1.14  0.24
H 1.52 1.93 0.51  0.23
H 3.04 1.17 0.74  0.26
H 1.94 1.24 2.22  0.26
H -0.88 -0.12 0.47  0.48

Charge: +1
Multiplicity: 1
Gap between HOMO and LUMO, eV: 8.78

---

*z*
Molecular formula: C5H8N
Method: DFT, ωB97M-V with the def2-TZVPD basis set

Last column: natural (NBO) charge in e.
Element x y z (Å)
C -3.39 0.76 -0.39  0.20
C 0.30 -0.52 -0.01  -0.34
C 0.97 0.52 0.19  0.53
C 0.51 -2.00 -0.05  -0.60
C 1.73 1.71 0.22  -0.77
N -2.55 0.06 -0.09  -0.39
H -4.21 1.31 -0.68  0.24
H -0.77 -0.44 0.25  0.41
H 0.60 -2.29 0.96  0.26
H 1.41 -2.26 -0.58  0.25
H -0.36 -2.67 -0.56  0.27
H 2.11 2.05 -0.82  0.30
H 2.63 1.41 0.76  0.31
H 1.02 2.36 0.80  0.33

Charge: +1
Multiplicity: 1
Gap between HOMO and LUMO, eV: 9.79

---

It is *w* that is the least stable of them.